Record 1
The following is a DFT calculation (ωB97M-V with the def2-TZVPD basis set) of a structure of composition C33H43CrFNOSSb2Si.

```
! wB97M-V def2-TZVPD RIJCOSX def2/J DEFGRID3
* xyz 2 2
Cr -0.2934 1.0275 -0.7716
C 3.6161 2.1064 -2.4548
Sb 2.4405 1.1386 -0.9777
C 3.6501 -0.5622 -0.6818
C 3.1497 2.2957 0.7228
C 3.4531 1.3796 1.8840
C 4.7217 0.8078 1.9938
C 5.0109 -0.1478 2.9574
C 4.0134 -0.5662 3.8278
C 2.7666 0.0402 3.7727
C 2.4795 1.0375 2.8362
C 1.1922 1.8102 2.9694
Sb -0.5116 1.2181 1.8179
C -1.7831 2.7919 2.4287
C -1.1894 -0.4374 2.9449
H 4.6556 1.9878 -2.1450
H 3.3650 3.1653 -2.5061
H 3.4722 1.6494 -3.4333
H 4.6781 -0.2130 -0.6106
H 3.5448 -1.2371 -1.5280
H 3.3701 -1.0735 0.2383
H 2.4071 3.0562 0.9559
H 4.0476 2.7877 0.3475
H 5.5034 1.1315 1.3094
H 6.0136 -0.5534 3.0366
H 4.2174 -1.3273 4.5751
H 2.0080 -0.2278 4.5058
H 1.3241 2.8653 2.7388
H 0.8198 1.7372 3.9923
H -1.9157 2.7276 3.5099
H -2.7460 2.7158 1.9283
H -1.3145 3.7416 2.1737
H -1.5834 -0.0476 3.8831
H -0.3414 -1.0905 3.1468
H -1.9650 -0.9864 2.4148
C -4.5864 1.0321 0.4989
Si -3.6070 0.7213 -1.0323
C -4.4553 1.0432 -2.6329
C -3.1899 -1.0715 -1.0068
N -2.0676 1.6698 -0.9531
C -2.2036 3.0944 -1.0050
C -3.3928 3.8328 -1.0426
C -3.3675 5.2184 -1.0582
C -2.1674 5.9205 -1.0377
C -0.9675 5.2195 -1.0219
C -1.0673 3.8615 -1.0131
F 0.0775 3.0962 -1.0299
H -5.5565 0.5245 0.4065
H -4.7914 2.0851 0.7125
H -4.0734 0.6007 1.3640
H -5.0603 0.1629 -2.8829
H -3.7188 1.1815 -3.4322
H -5.1215 1.9104 -2.6383
H -4.1179 -1.6408 -1.1465
H -2.7485 -1.3937 -0.0532
H -2.5181 -1.3367 -1.8342
H -4.3494 3.3255 -1.0691
H -4.3053 5.7604 -1.0911
H -2.1619 7.0015 -1.0436
H -0.0020 5.7111 -1.0252
O -0.0021 -0.9093 -0.8275
S -0.4021 -2.2844 -0.2114
C 1.0992 -3.1502 0.0972
C 1.4293 -3.3121 1.4367
C 2.5579 -4.0474 1.7690
C 3.3223 -4.6252 0.7650
C 2.9843 -4.4468 -0.5774
C 1.8675 -3.7099 -0.9207
C -1.0728 -3.2145 -1.5638
C -1.7358 -4.3900 -1.2341
C -2.2618 -5.1600 -2.2600
C -2.1336 -4.7429 -3.5798
C -1.4852 -3.5502 -3.8855
C -0.9439 -2.7707 -2.8709
H 0.8082 -2.8794 2.2164
H 2.8318 -4.1787 2.8095
H 4.1853 -5.2272 1.0258
H 3.5904 -4.8942 -1.3541
H 1.5959 -3.5821 -1.9614
H -1.8311 -4.7040 -0.1979
H -2.7689 -6.0882 -2.0279
H -2.5502 -5.3485 -4.3770
H -1.4022 -3.2234 -4.9165
H -0.4393 -1.8401 -3.0886
*
```

## Properties
frontier orbital gap (alpha / beta)	6.28 / 7.32	eV
total energy	-101368.594	eV
LUMO (alpha / beta)	-7.00 / -5.99	eV

Table of Mulliken atomic charges, one value per atom, all in e: number 1, Cr, carries 0.614; number 2, C, carries -1.252; number 3, Sb, carries 0.863; number 4, C, carries -1.329; number 5, C, carries -1.636; number 6, C, carries 0.180; number 7, C, carries -0.371; number 8, C, carries -0.714; number 9, C, carries -0.833; number 10, C, carries -0.683; number 11, C, carries 1.107; number 12, C, carries -1.552; number 13, Sb, carries 0.532; number 14, C, carries -1.160; number 15, C, carries -1.189; number 16, H, carries 0.392; number 17, H, carries 0.385; number 18, H, carries 0.405; number 19, H, carries 0.569; number 20, H, carries 0.509; number 21, H, carries 0.184; number 22, H, carries 0.377; number 23, H, carries 0.724; number 24, H, carries 0.467; number 25, H, carries 0.449; number 26, H, carries 0.485; number 27, H, carries 0.417; number 28, H, carries 0.667; number 29, H, carries 0.779; number 30, H, carries 0.519; number 31, H, carries 0.271; number 32, H, carries 0.364; number 33, H, carries 0.607; number 34, H, carries 0.149; number 35, H, carries 0.330; number 36, C, carries -0.880; number 37, Si, carries -0.434; number 38, C, carries -1.151; number 39, C, carries -0.605; number 40, N, carries 0.198; number 41, C, carries 0.082; number 42, C, carries -0.131; number 43, C, carries -1.162; number 44, C, carries -0.590; number 45, C, carries -1.103; number 46, C, carries 0.841; number 47, F, carries 0.441; number 48, H, carries 0.458; number 49, H, carries 0.378; number 50, H, carries 0.208; number 51, H, carries 0.416; number 52, H, carries 0.340; number 53, H, carries 0.356; number 54, H, carries 0.499; number 55, H, carries 0.251; number 56, H, carries -0.187; number 57, H, carries 0.311; number 58, H, carries 0.448; number 59, H, carries 0.445; number 60, H, carries 0.511; number 61, O, carries 0.328; number 62, S, carries 0.518; number 63, C, carries 0.494; number 64, C, carries -0.346; number 65, C, carries -0.645; number 66, C, carries -0.574; number 67, C, carries -0.711; number 68, C, carries -0.439; number 69, C, carries 0.149; number 70, C, carries -0.517; number 71, C, carries -0.769; number 72, C, carries -0.544; number 73, C, carries -0.876; number 74, C, carries -0.092; number 75, H, carries 0.304; number 76, H, carries 0.457; number 77, H, carries 0.439; number 78, H, carries 0.456; number 79, H, carries 0.512; number 80, H, carries 0.490; number 81, H, carries 0.453; number 82, H, carries 0.436; number 83, H, carries 0.454; number 84, H, carries 0.456

=====

Record 2
The following is a DFT calculation (ωB97M-V with the def2-TZVPD basis set) of a cluster of 3 separate species, C2H2FO4 in total.

```
! wB97M-V def2-TZVPD RIJCOSX def2/J DEFGRID3
* xyz -1 1
C -0.1672 -0.2567 -0.2439
C 1.2185 2.0183 -1.0547
O -0.2317 -0.3022 0.9791
O 1.2156 -0.0194 -0.7562
O 0.7472 2.3932 -0.0801
O -1.0361 -0.3010 -1.0667
F -1.8635 -1.7569 2.1895
H 1.2336 -0.5257 -1.5570
H -1.1164 -1.2496 1.5900
*
```

## Properties
frontier orbital gap	9.75	eV
total energy	-13015.835	eV
LUMO	4.03	eV

Table of natural (NBO) atomic charges, one value per atom, all in e: number 1, C, carries 0.973; number 2, C, carries 0.467; number 3, O, carries -0.754; number 4, O, carries -0.773; number 5, O, carries -0.555; number 6, O, carries -0.711; number 7, F, carries -0.684; number 8, H, carries 0.476; number 9, H, carries 0.562

=====

Record 3
The following is a DFT calculation (ωB97M-V with the def2-TZVPD basis set) of the ion C4H4NO with charge +1.

```
! wB97M-V def2-TZVPD RIJCOSX def2/J DEFGRID3
* xyz 1 1
N 2.2135 0.8270 -0.0019
C 1.3793 -0.0261 0.0160
C 0.4326 -1.0171 -0.1111
C -0.8870 -0.7093 -0.1644
C -1.5006 0.6217 0.1925
O -0.9925 1.6590 -0.1474
H 2.4748 1.7335 0.3282
H 0.7153 -1.9563 -0.3406
H -1.4305 -1.5858 -0.4527
H -2.4047 0.4534 0.6814
*
```

## Properties
frontier orbital gap	8.89	eV
SMILES string	[NH+]#C/C=C\C=O
total energy	-7740.134	eV
LUMO	-6.57	eV

Table of natural (NBO) atomic charges, one value per atom, all in e: number 1, N, carries -0.418; number 2, C, carries 0.685; number 3, C, carries -0.389; number 4, C, carries -0.034; number 5, C, carries 0.381; number 6, O, carries -0.426; number 7, H, carries 0.496; number 8, H, carries 0.288; number 9, H, carries 0.255; number 10, H, carries 0.162

=====

Going through the records in order, we get relative energy (zero: lowest compared OMol25 entry of this formula, charge and spin) values of 4.13 23.78 7.14 kcal/mol.